Density functional theory data (the ωB97M-V functional and the def2-TZVPD basis) for a structure of composition C49H30Cl5N6O2Pb.

Geometry as XYZ:
```
93
Properties=species:S:1:pos:R:3:lowdin_charge:R:1
Pb 0.09 0.05 -0.01 1.417
Cl -5.09 1.71 -7.73 0.707
Cl 6.14 -1.66 6.96 0.703
Cl -2.02 8.31 3.94 0.704
Cl 2.29 -0.29 -3.03 0.712
Cl 3.24 -7.75 -4.22 0.703
O 1.72 1.25 -0.59 -0.166
O 3.77 2.02 -0.48 0.093
N 0.39 0.93 1.86 -0.015
N -1.99 -0.62 0.95 -0.055
N -0.53 -1.03 -1.73 -0.035
N 1.16 -1.64 0.63 0.002
N -3.00 -0.91 0.13 0.017
N -1.22 1.59 -0.56 0.002
C 0.96 -2.97 -1.44 -0.079
C 3.68 -1.93 5.89 -0.086
C 2.98 1.20 -0.87 -0.695
C -0.75 6.71 2.18 -0.082
C 1.97 -1.66 1.73 -0.199
C -2.55 2.96 -1.77 0.050
C -1.89 1.70 -1.74 -0.202
C -1.94 0.72 -2.74 -0.063
C -2.15 4.45 3.00 -0.019
C 3.46 0.03 -1.75 -0.435
C -2.25 3.60 -0.61 0.052
C -0.40 -2.45 -3.49 0.033
C -2.42 5.67 3.58 -0.086
C -1.71 6.79 3.18 -0.668
C 3.03 -0.91 3.81 -0.234
C 2.80 -2.82 1.65 0.050
C 1.49 -2.70 -0.18 -0.215
C -1.21 -1.41 -3.85 0.044
C -2.54 -0.02 2.00 -0.126
C 0.05 -2.19 -2.15 -0.275
C -2.23 1.82 -4.97 -0.014
C 1.52 -6.54 -2.54 -0.086
C -2.95 2.04 -6.13 -0.081
C 0.99 -5.44 -1.89 -0.016
C 2.73 -1.70 4.91 -0.017
C -4.02 0.46 -4.11 -0.022
C 2.54 -4.01 -3.05 -0.021
C 0.00 2.21 2.16 -0.209
C -1.39 2.74 0.15 -0.196
C -3.92 0.09 1.84 -0.025
C -4.20 1.47 -6.28 -0.668
C 5.25 -0.56 4.67 -0.082
C -1.27 -0.50 -2.75 -0.237
C 1.50 -4.17 -2.14 -0.232
C 4.29 -0.33 3.70 -0.014
C -1.18 4.34 2.00 -0.231
C 4.94 -1.36 5.76 -0.667
C 1.48 1.56 3.74 0.056
C 1.32 0.52 2.77 -0.194
C 3.08 -5.11 -3.69 -0.080
C -2.75 1.02 -3.96 -0.230
C -4.18 -0.49 0.62 -0.054
C 0.68 2.60 3.37 0.057
C 2.51 -3.46 0.48 0.046
C -4.75 0.69 -5.26 -0.086
C -0.49 5.49 1.59 -0.013
C -0.85 3.02 1.41 -0.049
C 2.03 -0.68 2.73 -0.048
C 2.57 -6.38 -3.43 -0.667
H 6.23 -0.13 4.57 0.111
H -2.81 -1.39 -0.74 0.151
H -3.17 3.30 -2.57 0.123
H -1.25 2.26 -4.85 0.131
H -2.56 4.57 -0.28 0.124
H -1.94 0.28 2.84 0.115
H -2.69 3.57 3.31 0.121
H -3.17 5.75 4.35 0.110
H 1.75 -2.14 5.00 0.126
H 3.56 -0.88 -1.16 0.073
H 2.15 1.51 4.57 0.125
H 3.89 -4.99 -4.38 0.111
H 2.96 -4.35 0.09 0.126
H 0.26 5.41 0.82 0.132
H 2.93 -3.02 -3.25 0.093
H 3.45 -2.54 6.74 0.110
H -5.73 0.26 -5.38 0.110
H -2.54 2.65 -6.92 0.112
H 3.53 -3.10 2.38 0.126
H -0.11 -3.30 -4.07 0.127
H 4.42 0.27 -2.21 0.088
H 4.52 0.29 2.84 0.131
H -1.70 -1.26 -4.79 0.126
H -0.21 7.59 1.88 0.112
H -4.63 0.53 2.51 0.105
H 0.18 -5.56 -1.19 0.126
H 1.12 -7.52 -2.35 0.110
H 0.57 3.55 3.84 0.126
H -4.43 -0.15 -3.33 0.118
H -5.10 -0.64 0.09 0.126
```

Values from the calculation:
Calculated total energy   -4857.90368 Ha
ΔE to the lowest compared entry with this formula, charge and spin   8.3 kcal per mole
Molecular weight   1119.284 g/mol
2S+1   1
Charge   +1
HOMO energy   -10.38 eV